Formula: C32H65ClFNO16PS5
Source: OMol25
Level of theory: wB97M-V/def2-TZVPD

```
122
Properties=species:S:1:pos:R:3:forces:R:3
Cl 1.07206 5.20663 2.61190 0.125 -0.188 0.252
S 9.13007 -7.25044 -1.28327 0.049 0.344 -0.205
S 2.60247 4.27245 1.58860 0.229 0.159 -0.144
S -5.78688 9.09866 -6.98632 0.377 0.334 -0.081
S -4.01146 -5.80151 0.40867 0.107 -0.277 0.041
S -2.12845 7.75678 -2.55422 0.009 -0.381 -0.109
P 0.74699 -2.02893 2.42205 -0.662 0.966 0.038
F 0.18723 -3.66148 2.73595 0.187 -0.203 -0.039
O 2.31164 4.46370 0.20211 -0.251 -0.019 -0.064
O -6.24575 10.61118 -7.14276 0.074 0.036 0.031
O -2.51487 -0.12817 6.14332 -0.007 1.081 0.407
O 9.67941 -7.40389 0.02855 -0.029 -0.152 0.066
O 3.81794 4.80612 2.11320 0.059 -0.045 0.181
O 8.68405 -5.75430 -1.51356 0.117 -0.002 0.000
O 8.09049 -8.12750 -1.73075 -0.041 -0.125 0.121
O -1.24682 8.70371 -3.17210 -0.006 0.161 0.077
O -2.87884 -2.19670 6.81510 0.374 -0.256 0.332
O -1.34463 6.40253 -2.32231 -0.065 -0.037 -0.011
O -6.32368 8.33916 -8.07337 -0.191 -0.142 0.116
O -3.17837 -4.86386 -0.27324 -0.033 0.262 -0.045
O -3.22184 -7.17281 0.52364 -0.129 -0.092 0.049
O -2.83962 8.11349 -1.36606 0.010 0.193 0.011
O -5.99261 8.68389 -5.63251 -0.103 -0.222 -0.012
O -4.57829 -5.46991 1.67925 -0.073 0.137 -0.002
N 4.55109 -4.00051 0.15603 -0.959 0.573 0.333
C -5.29827 -6.35716 -0.65601 -0.003 -0.054 -0.067
C -0.30946 6.62823 -0.08372 -0.422 0.305 -0.220
C 1.37034 -0.21579 2.24959 0.448 -0.195 -0.182
C 4.50184 -2.70760 0.50027 0.468 0.123 -0.172
C 1.50722 0.47265 0.88788 0.604 0.980 0.716
C 2.33104 -4.11810 1.13726 0.242 0.152 -0.108
C 2.58017 1.59163 0.91647 -0.401 -0.157 -0.538
C 2.81886 -2.98524 4.29725 0.266 0.446 -0.031
C 7.42276 -5.30521 -0.93500 -0.533 0.182 0.224
C 7.48847 -5.09754 0.55739 0.397 -0.202 0.282
C -1.55823 -1.73130 0.45439 -0.230 0.517 -0.668
C -3.12520 -0.13656 -0.71966 0.475 0.213 -0.155
C 3.46291 -2.07752 1.16653 -0.155 -0.177 -0.040
C -3.10886 -1.68535 4.45533 0.098 -0.712 -0.536
C -1.86720 -2.39703 3.80612 -1.015 0.999 0.274
C 10.45027 -7.26130 -2.44947 0.041 -0.020 -0.055
C 3.43522 -4.65851 0.49839 0.081 -0.427 -0.185
C -0.10297 6.44660 -1.57071 0.451 -0.008 0.260
C 4.01185 -2.50722 4.63874 0.049 -0.212 0.034
C -1.92715 -6.91290 2.61906 -0.257 0.079 0.033
C 2.39082 2.56078 2.08258 0.328 -0.036 -0.056
C -7.66205 10.87708 -7.24795 -0.487 0.071 -0.026
C -4.06525 9.35404 -7.24137 0.034 0.072 -0.011
C -3.26977 7.15042 -3.74593 -0.086 0.031 -0.090
C -0.11197 -2.15845 0.70742 -0.393 -0.700 0.096
C -1.89877 -7.11455 1.11882 0.525 0.048 0.196
C 2.30761 -2.77249 1.52553 0.045 -0.349 -0.076
C 1.59071 -2.15815 4.18227 -0.132 -0.738 0.280
C -0.85778 -1.36949 3.31878 0.699 -0.480 0.669
C -1.83360 -0.25197 0.12531 -0.502 -0.681 -0.492
C -2.80824 -1.23836 5.84284 -0.040 -0.210 -0.364
C -8.39021 10.73247 -5.92714 0.138 -0.151 0.105
H -7.91635 11.34325 -5.15910 -0.031 0.051 -0.018
H -2.72474 6.86216 -4.64065 0.032 -0.027 0.026
H -3.94254 -2.38971 4.46256 -0.060 -0.010 0.151
H -2.85250 -0.03170 -1.77108 -0.064 -0.082 -0.094
H 10.94123 -8.22788 -2.36176 -0.029 -0.016 0.023
H -3.57845 8.39486 -7.07981 -0.034 -0.024 -0.003
H 0.64476 6.55120 0.42036 0.121 -0.060 -0.052
H -3.80506 6.30466 -3.32387 0.009 0.001 0.027
H -3.90583 9.69626 -8.25970 -0.012 0.001 -0.004
H -3.72952 -1.03900 -0.64943 -0.240 0.077 0.217
H 10.04127 -7.12938 -3.44695 -0.014 0.014 0.005
H -0.12446 -3.23749 0.53847 0.035 -0.079 0.112
H 0.37645 5.48971 -1.76309 -0.140 -0.052 -0.115
H 0.53973 7.22431 -1.98557 -0.127 0.065 -0.066
H 0.59279 1.01533 0.65248 -0.268 -0.434 -0.321
H -0.73937 7.60385 0.14421 0.006 0.002 -0.034
H 3.58265 -1.03349 1.40696 0.094 0.049 0.011
H 1.41711 2.50457 2.55834 -0.110 -0.088 -0.083
H -3.39755 -0.83302 3.84779 0.037 0.165 0.042
H 2.74759 -4.03901 4.05405 -0.135 -0.059 -0.107
H 1.48899 -4.76578 1.32696 -0.048 0.013 0.121
H -7.72734 11.90318 -7.60363 0.185 0.009 -0.019
H -1.86927 -2.25347 -0.45720 0.018 -0.168 -0.006
H 2.48822 2.12739 -0.02786 0.083 0.114 -0.014
H 4.88615 -3.14448 4.64432 0.084 -0.001 0.095
H -1.44234 -8.07109 0.87248 -0.162 -0.053 -0.105
H -1.32814 -0.53898 2.79464 -0.144 -0.168 -0.298
H 6.54950 -4.66459 0.89246 0.048 0.002 -0.109
H 5.37056 -2.11420 0.22569 0.086 -0.022 0.019
H 11.14283 -6.46309 -2.19782 -0.006 0.006 0.016
H -2.44075 -2.99871 6.50399 -0.340 -0.141 -0.143
H 1.76012 -1.18315 4.64108 0.036 0.174 -0.182
H -5.79712 -7.20218 -0.18961 0.007 0.004 0.021
H -5.99060 -5.52615 -0.76956 0.027 0.032 0.021
H 0.74833 0.40637 2.89348 -0.187 -0.056 0.028
H -3.96574 7.95838 -3.96640 -0.005 0.007 0.024
H -0.91492 -6.97931 3.01726 0.030 -0.008 -0.061
H -9.42810 11.04592 -6.04189 0.017 0.057 -0.052
H 0.50401 -1.82442 -0.13214 0.126 0.414 0.171
H -0.47023 -0.91802 4.23716 0.063 0.261 -0.059
H -1.01969 0.08013 -0.51579 0.203 0.406 0.330
H 4.14516 -1.46801 4.91261 0.031 0.100 -0.049
H -1.94581 0.36159 1.01595 0.391 0.146 0.058
H -8.09410 10.23462 -8.01680 0.110 -0.084 0.013
H -2.28727 -2.05333 1.19641 0.211 -0.143 0.240
H 2.34853 -0.18055 2.74071 0.089 -0.131 -0.016
H 3.16734 2.40488 2.82607 -0.123 0.163 0.272
H 7.20730 -4.36427 -1.43452 0.133 -0.032 -0.122
H 1.81413 -0.17560 0.07264 -0.353 -0.244 -0.045
H -2.55190 -7.66903 3.09648 0.047 -0.049 -0.007
H 7.64547 -6.03570 1.09018 -0.003 -0.027 -0.051
H -4.86929 -6.63153 -1.61548 0.015 -0.002 0.005
H -1.42980 -3.00921 4.59481 0.227 -0.429 -0.315
H 3.58757 1.17737 0.92625 0.066 -0.038 0.208
H -0.98755 5.86979 0.30605 0.085 -0.070 0.026
H 6.63224 -6.00374 -1.20703 0.100 -0.092 -0.040
H 0.83796 -2.65954 4.79684 -0.167 0.065 -0.054
H 3.41611 -5.71270 0.23624 0.035 -0.051 -0.025
H -8.38295 9.70152 -5.57796 -0.014 -0.008 -0.025
H -2.27966 -3.01764 3.01729 0.311 -0.305 -0.041
H -2.32821 -5.93584 2.88187 0.075 0.036 -0.017
H -1.31655 -6.33425 0.62665 -0.127 0.064 -0.036
H 8.31214 -4.43266 0.82450 -0.015 0.035 -0.058
H -3.70141 0.75330 -0.47191 -0.208 -0.078 0.109
H -3.70752 10.08286 -6.51880 -0.007 -0.011 0.018
```
Forces are in eV/Å.

lowest unoccupied orbital energy	1.5757	eV
charge	-1
HOMO-LUMO gap	6.40	eV
HOMO energy	-4.8	eV

Atom charges from the Löwdin analysis, given in e for atoms 1 to 4: 0.401, 0.552, 0.376, 0.566